1.
Computed, not measured: a molecular structure, C30H44ClN4O5Si2Sr, with ωB97M-V with the def2-TZVPD basis set.

The molar mass is 719.950 g mol⁻¹. For the HOMO energy, the calculation gives -4.93 eV. Its energy relative to the best compared isomer or geometry (same formula, charge and spin) is 0.0000 eV.

ORCA input file:
```
! RIJCOSX wB97M-V def2-TZVPD def2/J DEFGRID3
* xyz -1 1
Sr 0.09184 0.13714 0.28985
C 1.09105 0.10576 -2.63208
Si 2.81682 0.05548 -1.84196
C 3.88397 1.21821 -2.87513
C 3.42235 -1.70198 -2.13576
C 2.85106 0.53765 -0.06934
C 2.59083 1.95580 0.14136
C 3.56284 2.87452 0.61406
C 3.26147 4.20395 0.76974
C 1.98280 4.66554 0.44875
C 1.07627 3.73524 -0.00510
N 1.34696 2.43285 -0.14471
Si 4.01824 -0.28868 1.07653
C 5.82209 -0.42540 0.51282
C 4.09870 0.61863 2.74032
C 3.45377 -2.04484 1.47305
H 1.17791 -0.00339 -3.71618
H 0.58606 1.06067 -2.45346
H 0.43964 -0.71335 -2.30339
H 3.85686 0.96611 -3.93860
H 4.92358 1.17466 -2.53892
H 3.54643 2.25239 -2.76393
H 3.46141 -1.88559 -3.21319
H 2.73333 -2.43201 -1.70560
H 4.41744 -1.89246 -1.73028
H 4.56360 2.51579 0.81325
H 4.02038 4.89417 1.12014
H 1.70610 5.70545 0.54866
H 0.06433 4.03362 -0.26138
H 6.24323 0.56773 0.33092
H 5.92043 -0.99390 -0.41484
H 6.43978 -0.91469 1.27175
H 4.86586 1.39515 2.75054
H 4.34757 -0.09008 3.53610
H 3.15118 1.09819 2.99616
H 3.41948 -2.67722 0.58522
H 2.45364 -2.05348 1.91709
H 4.13811 -2.51266 2.18712
O -3.73670 -0.88074 1.78876
C -2.85586 -0.66971 0.95185
O -2.21038 0.43055 0.82669
C -2.38291 -1.85079 0.00797
O -3.12165 -2.81427 -0.13285
O -1.19778 -1.70523 -0.46212
C -0.80467 -3.16571 6.97898
C -1.79964 -2.17550 7.59459
C -2.64337 -2.96378 8.61010
C -1.02407 -1.11048 8.37750
C -2.75256 -1.50086 6.54405
O -3.80550 -0.84389 7.28611
C -3.41988 -2.49800 5.58317
C -2.65011 -3.01219 4.35537
C -3.26798 -4.27784 3.80635
C -3.77371 -4.30234 2.51104
C -4.32208 -5.46689 1.98829
C -4.37253 -6.60300 2.77301
Cl -5.06663 -8.07318 2.12600
C -3.87593 -6.60817 4.06623
C -3.32383 -5.44173 4.57108
C -2.19845 -0.25834 5.81122
N -1.11947 -0.39116 4.84893
C -1.20106 -0.14445 3.54128
N -0.00730 -0.28679 2.98146
C 0.78390 -0.62201 4.03529
N 0.16044 -0.67304 5.18793
H -0.15430 -3.54075 7.77328
H -0.17112 -2.70502 6.22535
H -1.31209 -4.02613 6.54038
H -1.97164 -3.50427 9.27985
H -3.28547 -3.70773 8.13309
H -3.26086 -2.30443 9.21943
H -0.50743 -1.58402 9.21578
H -1.70092 -0.35646 8.78448
H -0.27287 -0.62455 7.75608
H -4.49606 -1.49259 7.45331
H -4.32835 -2.01219 5.21342
H -3.75159 -3.35436 6.17737
H -1.60146 -3.19713 4.59404
H -2.68149 -2.26411 3.56528
H -3.71923 -3.41601 1.88732
H -4.69043 -5.48261 0.97187
H -3.91485 -7.51188 4.65925
H -2.92364 -5.44937 5.57994
H -1.90513 0.47821 6.55679
H -3.03739 0.15389 5.25179
H -2.11827 0.11212 3.02773
H 1.83872 -0.82223 3.94552
*
```

=====

2.
Computed, not measured: a molecular structure, C30H45BrN4OP2Tc, with ωB97M-V with the def2-TZVPD basis set.

The molar mass is 717.569 g mol⁻¹. For the HOMO energy (alpha / beta), the calculation gives -18.94 / -18.93 eV. As for the expectation value of S²: 3.8560.

ORCA input file:
```
! RIJCOSX wB97M-V def2-TZVPD def2/J DEFGRID3
* xyz 4 4
C 0.30201 4.79632 -3.53480
C -0.36412 3.63505 -3.98638
C -0.88484 3.64896 -5.29894
C -0.80420 4.83828 -6.03769
N -0.25346 5.96518 -5.56448
C 0.28793 5.94737 -4.34597
C -0.44345 2.47445 -3.12148
C -1.10245 1.31506 -2.73431
C -2.10963 0.42876 -2.20526
C -1.61695 -0.99923 -2.03919
C -2.32109 -1.75537 -0.94899
C -3.52368 -1.34660 -0.37815
C -4.04475 -0.06151 -0.75414
C -3.31968 0.77886 -1.60179
Tc 0.44815 1.65390 -1.72177
P 2.36440 0.47538 -1.73121
H -1.27362 2.74812 -5.76685
H 0.85974 4.81276 -2.59668
H -1.18888 4.88823 -7.06428
H 0.75970 6.87745 -3.99608
H -3.66409 1.79829 -1.79087
H -0.50726 -1.09817 -1.91186
H -5.00485 0.26282 -0.33438
H -1.77348 -2.56454 -0.47828
C 2.03364 -0.77625 -0.41583
C 2.72054 -2.12434 -0.61034
H 0.93818 -0.91372 -0.35760
H 2.34663 -0.32215 0.54059
H 2.37969 -2.81122 0.17951
H 2.48535 -2.57423 -1.58086
H 3.80976 -2.02820 -0.54245
C 2.70621 -0.29638 -3.33619
C 3.12443 0.69248 -4.42867
H 1.77876 -0.81516 -3.62998
H 3.48003 -1.05751 -3.16082
H 3.26078 0.13984 -5.36449
H 2.36995 1.46831 -4.60846
H 4.06751 1.19661 -4.19360
C 3.94648 1.28591 -1.27954
C 5.05807 0.32212 -0.87269
H 3.75561 2.03130 -0.49253
H 4.24166 1.86068 -2.16957
H 5.99546 0.87442 -0.73282
H 4.83017 -0.20126 0.06086
H 5.23703 -0.44909 -1.62979
Br -4.28698 -2.24799 0.96984
P -1.70135 -1.65868 -3.80818
C -0.71822 -3.21104 -3.86073
C -1.05440 -4.28990 -4.90006
H -0.70464 -3.61958 -2.83709
H 0.31437 -2.87113 -4.04918
H -0.37753 -5.13966 -4.77515
H -2.05960 -4.69944 -4.80545
H -0.91409 -3.92359 -5.91990
C -3.49938 -2.07865 -3.84457
C -4.00138 -3.52206 -3.71180
H -3.96290 -1.63437 -4.73509
H -3.89106 -1.49851 -3.00060
H -3.54738 -4.05022 -2.86035
H -5.09127 -3.54092 -3.55792
H -3.81380 -4.09987 -4.62844
C -1.41328 -0.93996 -5.46385
C -2.14283 -1.60284 -6.65185
H -0.32590 -0.94773 -5.63900
H -1.70167 0.11501 -5.40098
H -2.39402 -0.86155 -7.41891
H -1.56104 -2.37987 -7.16566
H -3.09856 -2.05404 -6.37777
C -1.56489 2.18884 2.53350
N -0.29568 2.68947 2.01149
C 0.57102 3.39506 2.81865
C 1.75576 3.82991 2.29392
C 1.94432 3.69370 0.90658
N 1.04493 3.03698 0.11736
C 0.04578 2.41588 0.73640
O -0.57031 1.49918 0.08251
N 3.07603 4.11616 0.29398
H -2.03232 1.53920 1.79690
H -2.22007 3.03332 2.78177
H -1.35893 1.62358 3.44508
H 0.23456 3.47226 3.85062
H 2.52066 4.28604 2.91568
H 3.78328 4.58357 0.84741
H 3.06697 4.24083 -0.70905
*
```

=====

Calculated F_max (eV/Å), listed in the same order as above: 0.271; 5.122
Calculated total energy (eV), listed in the same order as above: -77144.0692; -130622.7810